# 1
{"formula": "C4H9NO", "method": "ωB97M-V with the def2-TZVPD basis set", "smiles": "CC(C)NC=O", "gap_ev": 10.64, "e_lumo_ha": 0.0343, "elements": ["C", "C", "C", "N", "C", "O", "H", "H", "H", "H", "H", "H", "H", "H", "H"], "positions_angstrom": [[-1.39074, 0.33167, 1.11639], [-0.20746, -0.29320, 0.33827], [-0.41042, -0.58354, -1.18341], [0.95531, 0.57934, 0.52123], [2.10334, 0.27426, -0.13056], [2.32945, -0.81244, -0.63107], [-2.34561, -0.12467, 0.83865], [-1.48564, 1.41622, 0.95632], [-1.28151, 0.19539, 2.20388], [0.02930, -1.24561, 0.82848], [0.48648, -0.98221, -1.67628], [-0.67514, 0.32386, -1.73811], [-1.17605, -1.34922, -1.32642], [0.82715, 1.51487, 0.88694], [2.81237, 1.11658, -0.20412]], "forces_ev_per_a": [[-0.01, -0.05, -0.14], [-0.10, -0.14, -0.08], [-0.27, 0.09, 0.23], [0.08, 0.00, -0.28], [0.18, -0.09, -0.03], [0.32, 0.41, 0.29], [0.19, 0.01, -0.07], [0.07, -0.26, -0.23], [0.17, -0.06, -0.37], [-0.02, 0.06, -0.18], [-0.27, 0.17, 0.56], [-0.22, -0.05, 0.22], [-0.21, 0.23, 0.10], [0.03, -0.25, -0.23], [0.06, -0.06, 0.20]], "mulliken_charge": [-1.37, 0.62, -1.32, -0.18, -0.04, -0.57, 0.34, 0.37, 0.34, 0.13, 0.40, 0.30, 0.34, 0.26, 0.38]}

=====

# 2
{"formula": "C16H23CdN8O4SSe2Te2", "method": "ωB97M-V with the def2-TZVPD basis set", "total_charge": -1, "gap_ev": 6.17, "e_lumo_ha": 0.0842, "elements": ["Cd", "Se", "Te", "Te", "Se", "N", "C", "C", "C", "C", "N", "C", "N", "N", "C", "O", "O", "H", "H", "H", "H", "H", "H", "H", "H", "H", "H", "H", "H", "H", "H", "N", "C", "C", "C", "C", "C", "C", "S", "O", "O", "N", "C", "N", "C", "C", "C", "N", "H", "H", "H", "H", "H", "H", "H", "H", "H"], "positions_angstrom": [[-0.80436, 0.67280, -0.64572], [3.04353, -3.95273, 0.13732], [3.26053, -4.83053, 2.53290], [0.55748, -3.68460, -0.22127], [0.96282, -1.20642, -0.52368], [3.22130, 1.38012, -2.27907], [2.90319, 1.69405, -0.90346], [3.87317, 2.64098, -0.17329], [4.85941, 1.88072, 0.72743], [4.24387, 1.50569, 2.08519], [3.19752, 0.48654, 2.05212], [3.39180, -0.80589, 2.32474], [4.61500, -1.28325, 2.61532], [2.34959, -1.64012, 2.39822], [1.44001, 2.10347, -0.67951], [1.10863, 2.27681, 0.52023], [0.63115, 2.10592, -1.65463], [3.98005, 0.72048, -2.36294], [3.39438, 2.19669, -2.84784], [2.92374, 0.73725, -0.37913], [3.30119, 3.32057, 0.46314], [4.39864, 3.25249, -0.90940], [5.73118, 2.50623, 0.93964], [5.21906, 0.97713, 0.22398], [3.79569, 2.39963, 2.52157], [5.01224, 1.18072, 2.78891], [2.26512, 0.77992, 1.75484], [5.42304, -0.74210, 2.36814], [4.71970, -2.28992, 2.56519], [1.57326, -1.40512, 1.76814], [2.58533, -2.63120, 2.37916], [-1.46571, -3.59743, 6.10457], [-1.92749, -3.22499, 4.83520], [-3.27615, -3.35092, 4.50541], [-3.73476, -2.95445, 3.25961], [-2.84719, -2.43125, 2.33624], [-1.50466, -2.28764, 2.65946], [-1.04676, -2.67658, 3.90267], [-3.38483, -2.02093, 0.70251], [-2.72727, -2.93103, -0.20103], [-4.82405, -1.98335, 0.69923], [-2.72178, -0.57790, 0.41252], [-2.99741, 0.49200, 1.15541], [-3.84364, 0.52537, 2.20557], [-3.92558, 1.66580, 2.86255], [-3.20100, 2.81306, 2.54482], [-2.35645, 2.70729, 1.45897], [-2.27312, 1.58284, 0.76381], [-2.02113, -4.31633, 6.54188], [-0.48748, -3.84399, 6.11794], [-3.96770, -3.76260, 5.23209], [-4.78045, -3.04083, 2.99646], [-0.82069, -1.87997, 1.92350], [0.00402, -2.57462, 4.14882], [-4.60894, 1.67111, 3.70746], [-3.28322, 3.72209, 3.12008], [-1.71546, 3.51742, 1.13094]], "forces_ev_per_a": [[0.00, -0.62, 0.31], [0.00, -0.49, -0.13], [0.35, -0.40, -0.07], [-0.01, 0.11, 0.01], [-0.02, 0.37, -0.34], [-0.11, 0.09, -0.04], [-0.01, 0.05, -0.18], [0.00, -0.12, 0.30], [-0.12, 0.10, 0.08], [-0.12, -0.03, -0.12], [0.09, 0.09, -0.09], [-0.60, -0.27, 0.09], [0.10, 0.22, -0.10], [0.09, 1.27, -0.27], [0.07, 0.07, 0.14], [0.05, -0.20, -0.09], [-0.09, -0.06, 0.07], [0.05, 0.04, 0.01], [0.03, 0.00, 0.00], [0.03, -0.05, -0.06], [0.03, 0.05, -0.04], [0.08, -0.08, -0.02], [0.02, -0.02, 0.00], [0.04, 0.02, -0.03], [-0.02, 0.01, 0.00], [0.00, 0.01, -0.03], [0.17, 0.00, 0.05], [-0.04, 0.03, -0.03], [-0.12, -0.33, 0.16], [0.08, 0.11, 0.17], [0.00, -0.31, 0.38], [0.00, -0.02, -0.01], [-0.01, 0.00, 0.00], [-0.01, 0.00, 0.00], [-0.02, 0.03, 0.02], [-0.03, -0.01, -0.02], [0.00, 0.00, 0.00], [0.03, 0.03, 0.00], [0.07, -0.06, 0.09], [0.02, 0.01, -0.07], [-0.01, -0.03, -0.01], [-0.12, 0.17, -0.19], [-0.02, 0.03, 0.02], [-0.01, -0.01, 0.01], [0.00, 0.00, -0.01], [0.00, 0.01, -0.01], [-0.04, -0.01, 0.01], [0.09, 0.20, 0.03], [-0.01, 0.00, 0.00], [0.01, 0.01, -0.01], [0.00, 0.00, 0.00], [0.00, 0.00, -0.01], [0.01, 0.00, 0.03], [0.02, -0.02, -0.02], [0.00, 0.00, 0.00], [0.00, 0.00, 0.00], [-0.01, 0.00, 0.00]], "mulliken_charge": [0.84, -0.40, -0.58, 0.07, -0.21, -0.54, 1.21, -0.78, -0.53, -1.27, 0.08, 1.07, -0.41, 0.22, 0.18, -0.72, -0.94, 0.24, 0.28, -0.36, 0.30, 0.43, 0.40, 0.25, 0.36, 0.50, 0.11, 0.20, 0.16, -0.32, -0.38, -0.60, 1.04, -0.71, -0.30, -0.59, -0.14, -0.55, 1.30, -0.69, -0.75, -0.66, 1.03, -0.44, -0.07, -0.73, -0.12, -0.57, 0.23, 0.26, 0.27, 0.49, 0.31, 0.31, 0.40, 0.37, 0.41]}

=====

# 3
{"formula": "C19H27N3O2PtS5", "method": "ωB97M-V with the def2-TZVPD basis set", "total_charge": 2, "gap_ev": 5.14, "e_lumo_ha": -0.3205, "elements": ["Pt", "C", "C", "S", "C", "C", "S", "C", "C", "S", "H", "H", "H", "H", "H", "H", "H", "H", "H", "H", "H", "H", "S", "C", "N", "C", "C", "C", "C", "C", "C", "S", "H", "H", "H", "H", "N", "C", "N", "C", "C", "O", "C", "C", "H", "H", "H", "H", "H", "H", "H", "H", "C", "O", "H", "H", "H"], "positions_angstrom": [[1.36072, -0.84696, -1.02471], [-2.79705, 0.72890, -3.97494], [-2.64156, 1.73757, -2.84792], [-1.41076, 1.30806, -1.56634], [-0.10551, 2.50449, -1.90720], [0.84549, 2.12945, -3.02802], [1.68356, 0.50583, -2.90724], [1.05044, -0.46236, -4.31479], [-0.44814, -0.71775, -4.39489], [-1.41007, 0.63485, -5.13409], [-3.66254, 1.01133, -4.57610], [-3.00107, -0.27145, -3.59255], [-3.59768, 1.85639, -2.33685], [-2.36156, 2.71236, -3.24525], [0.44302, 2.65118, -0.98148], [-0.55246, 3.46880, -2.15392], [1.65716, 2.85261, -3.10697], [0.32311, 2.06169, -3.98304], [1.58448, -1.40957, -4.23454], [1.43490, 0.05273, -5.19730], [-0.85742, -0.93224, -3.41491], [-0.58620, -1.61011, -5.00859], [3.22832, -2.14280, -1.46282], [2.83196, -2.70292, 0.14256], [1.70401, -2.15831, 0.51057], [1.34968, -2.45493, 1.81652], [0.19802, -2.07024, 2.49581], [0.02191, -2.54324, 3.78014], [0.96297, -3.39069, 4.37926], [2.09814, -3.79247, 3.70359], [2.28360, -3.31072, 2.41179], [3.59527, -3.67597, 1.31051], [-0.53859, -1.43800, 2.01650], [-0.86513, -2.26854, 4.33442], [0.79324, -3.74590, 5.38598], [2.81683, -4.45596, 4.16423], [0.91405, 0.72359, 0.30045], [0.39043, 1.38314, 1.10159], [-0.17841, 2.13861, 1.96924], [-1.65432, 2.16932, 2.13131], [-1.96842, 2.03607, 3.61226], [-1.28106, 3.01935, 4.35160], [0.11769, 2.85254, 4.27478], [0.59666, 3.05304, 2.84599], [-2.09348, 1.36545, 1.54297], [-2.01396, 3.12582, 1.74888], [-1.69369, 1.03240, 3.96432], [-3.03276, 2.18846, 3.78043], [0.40429, 1.85444, 4.63078], [0.56889, 3.60017, 4.92395], [1.65723, 2.83000, 2.74359], [0.40368, 4.07562, 2.51897], [0.29142, -3.50276, -1.65135], [0.51128, -2.19733, -2.14709], [-0.32394, -3.97202, -2.42453], [-0.26314, -3.51456, -0.71030], [1.21648, -4.07644, -1.56526]], "forces_ev_per_a": [[-0.81, 0.18, -0.03], [-0.02, -0.04, -0.05], [-0.02, -0.02, -0.02], [-0.16, 0.05, -0.07], [0.12, 0.07, -0.02], [-0.04, -0.10, 0.00], [0.16, -0.17, -0.23], [-0.09, 0.04, -0.09], [0.00, -0.06, -0.09], [-0.01, 0.02, -0.01], [0.01, 0.03, 0.01], [-0.02, 0.01, -0.01], [0.03, -0.03, 0.07], [-0.03, 0.01, 0.00], [-0.02, 0.05, -0.10], [-0.06, -0.04, -0.05], [0.03, -0.02, 0.04], [-0.01, 0.09, 0.04], [0.03, 0.05, 0.04], [-0.01, 0.04, 0.02], [0.00, -0.01, 0.05], [0.03, 0.02, 0.00], [0.09, 0.22, 0.16], [0.28, -0.09, 0.01], [-0.21, 0.25, 0.04], [-0.13, -0.25, 0.25], [0.04, 0.04, -0.02], [0.02, -0.02, 0.03], [-0.01, 0.02, -0.03], [0.01, 0.03, 0.01], [-0.06, 0.05, -0.07], [0.02, -0.01, -0.07], [-0.01, 0.00, 0.00], [0.00, 0.00, 0.00], [0.00, 0.00, 0.00], [0.00, -0.01, 0.00], [0.52, -0.07, 0.20], [0.14, -0.14, 0.07], [-0.05, 0.02, -0.01], [-0.06, 0.01, 0.04], [0.04, -0.02, -0.03], [-0.01, 0.01, 0.03], [0.00, -0.01, -0.03], [0.02, 0.01, 0.06], [0.02, 0.01, 0.01], [0.02, 0.00, -0.01], [-0.01, 0.00, 0.01], [0.00, 0.00, -0.01], [0.00, 0.00, 0.00], [0.00, 0.00, -0.01], [0.00, 0.00, -0.01], [0.00, -0.01, -0.01], [-0.03, -0.18, 0.05], [0.28, -0.01, -0.12], [0.02, 0.01, 0.00], [0.03, 0.04, -0.02], [-0.07, -0.04, -0.03]], "mulliken_charge": [0.95, -0.74, -0.83, 0.07, -0.91, -0.47, -0.15, -0.72, -0.39, -0.11, 0.49, 0.35, 0.50, 0.32, 0.19, 0.71, 0.56, 0.19, 0.41, 0.58, -0.07, 0.56, -0.10, 0.43, 0.11, -0.42, -0.24, -0.92, -0.58, -0.57, 0.95, -0.14, 0.59, 0.44, 0.42, 0.44, -0.57, 0.39, 0.12, -0.32, -0.63, -0.37, -0.57, -0.54, 0.37, 0.26, 0.31, 0.36, 0.31, 0.37, 0.44, 0.31, -0.66, -0.40, 0.30, 0.27, 0.33]}

=====

# 4
{"formula": "C39H27BrClCrFN4O6P", "method": "ωB97M-V with the def2-TZVPD basis set", "spin_multiplicity": 2, "gap_ev": [7.37, 7.57], "e_lumo_ha": [-0.0245, -0.0167], "elements": ["Cr", "C", "C", "C", "C", "C", "C", "P", "C", "C", "C", "C", "C", "C", "C", "C", "C", "C", "C", "C", "C", "C", "C", "C", "H", "H", "H", "H", "H", "H", "H", "H", "H", "H", "H", "H", "H", "H", "H", "H", "Br", "C", "C", "C", "C", "C", "N", "C", "O", "O", "H", "H", "H", "F", "C", "C", "N", "C", "C", "O", "O", "C", "O", "N", "C", "O", "H", "H", "H", "H", "Cl", "C", "C", "C", "C", "N", "C", "H", "H", "H", "H"], "positions_angstrom": [[0.56491, -1.17363, 0.50028], [-4.15093, 3.67383, 1.15160], [-4.11660, 3.23814, -0.16346], [-3.25269, 2.21993, -0.53529], [-2.40619, 1.60688, 0.39358], [-2.44356, 2.06998, 1.70769], [-3.31014, 3.08696, 2.08377], [-1.39537, 0.17712, -0.19473], [-0.97330, 0.73873, -1.88610], [-1.02632, -0.13204, -2.96679], [-0.66157, 0.30653, -4.23315], [-0.24725, 1.61697, -4.42512], [-0.17963, 2.48852, -3.34401], [-0.52133, 2.04497, -2.07656], [-2.63374, -1.14657, -0.40648], [-3.91297, -0.96884, -0.85489], [-4.78304, -2.07032, -0.99527], [-4.35114, -3.32755, -0.68340], [-3.03403, -3.55120, -0.21393], [-2.56993, -4.85795, 0.09457], [-1.29401, -5.04241, 0.52582], [-0.42890, -3.92804, 0.68411], [-0.82976, -2.64811, 0.41502], [-2.16374, -2.44603, -0.06199], [-4.81743, 4.47536, 1.44279], [-4.75467, 3.69331, -0.90985], [-3.22961, 1.91025, -1.57141], [-1.76763, 1.69785, 2.45388], [-3.30515, 3.43566, 3.10807], [-1.35226, -1.15646, -2.82832], [-0.70267, -0.38301, -5.06613], [0.03366, 1.96061, -5.41222], [0.11884, 3.51861, -3.49637], [-0.47586, 2.73099, -1.23653], [-4.27698, 0.01963, -1.10410], [-5.79216, -1.91159, -1.35174], [-5.01551, -4.17744, -0.78959], [-3.24099, -5.69906, -0.03160], [-0.92955, -6.03921, 0.74234], [0.58969, -4.13142, 1.00212], [3.52450, -0.79591, 3.03494], [3.80836, -1.55087, 1.32340], [5.13225, -1.69427, 0.93430], [5.39142, -2.19869, -0.32707], [4.32415, -2.50775, -1.15193], [3.04453, -2.30869, -0.67560], [2.77530, -1.87573, 0.56908], [1.87591, -2.43428, -1.64638], [2.01486, -3.07396, -2.65965], [0.81513, -1.75152, -1.31036], [5.92418, -1.40823, 1.60936], [6.41220, -2.32597, -0.66403], [4.43752, -2.87510, -2.16148], [3.43781, 2.31236, -3.62416], [3.01832, 3.03096, -2.57617], [2.99766, 2.52879, -1.34546], [2.56462, 3.25842, -0.25044], [2.56313, 2.60795, 1.06283], [1.46164, 1.55808, 1.13986], [0.47199, 1.73841, 1.82459], [1.71556, 0.50810, 0.43594], [2.09363, 4.54635, -0.38079], [1.70611, 5.22754, 0.53853], [2.11198, 5.01999, -1.68636], [2.54056, 4.37753, -2.84480], [2.48412, 4.90935, -3.92955], [3.30150, 1.51141, -1.14205], [2.42249, 3.36747, 1.82372], [3.53269, 2.12199, 1.17989], [1.76700, 5.96337, -1.80381], [-2.01703, -0.02854, 5.41595], [-0.86616, -1.02176, 4.59041], [-0.21544, -2.05565, 5.23185], [0.67989, -2.81737, 4.50129], [0.89531, -2.50596, 3.17414], [0.24944, -1.51272, 2.55681], [-0.62228, -0.78658, 3.24995], [-0.40849, -2.25766, 6.27699], [1.21636, -3.64066, 4.95056], [1.59362, -3.07017, 2.57430], [-1.13682, -0.00999, 2.71478]], "forces_ev_per_a": [[0.71, 0.86, -0.10], [0.01, 0.00, 0.05], [0.04, -0.05, -0.05], [-0.04, 0.00, -0.04], [-0.01, -0.01, 0.04], [-0.01, 0.00, -0.05], [-0.02, 0.04, -0.08], [-0.09, -0.21, -0.20], [0.06, 0.02, 0.19], [-0.12, -0.08, -0.10], [0.01, 0.04, 0.07], [0.04, -0.01, 0.03], [-0.04, -0.04, -0.06], [-0.06, 0.00, 0.01], [0.18, -0.08, 0.08], [-0.20, 0.03, -0.08], [0.07, 0.05, 0.02], [0.04, -0.03, 0.03], [-0.13, -0.11, -0.03], [-0.10, 0.09, -0.04], [0.17, 0.11, 0.04], [-0.19, -0.22, -0.09], [-0.15, -0.07, 0.01], [0.20, -0.04, 0.08], [0.00, 0.00, 0.01], [0.00, 0.01, 0.00], [0.02, 0.02, -0.02], [0.12, -0.09, 0.03], [0.00, -0.01, 0.01], [0.04, 0.06, 0.02], [0.00, 0.02, -0.01], [-0.02, 0.01, 0.00], [0.03, -0.05, -0.02], [-0.01, 0.00, 0.01], [0.00, -0.06, 0.01], [-0.01, 0.01, 0.00], [0.00, 0.00, -0.01], [-0.02, 0.02, -0.01], [0.01, 0.00, 0.01], [0.02, -0.02, -0.01], [-0.01, 0.13, 0.02], [0.25, -0.08, 0.17], [-0.01, -0.04, -0.04], [0.02, -0.03, 0.02], [0.03, -0.04, 0.01], [-0.19, -0.02, -0.11], [-0.46, 0.04, -0.34], [-0.33, 0.27, 0.27], [0.07, -0.10, -0.17], [0.32, -0.25, -0.14], [0.00, 0.01, 0.00], [-0.02, 0.00, 0.01], [0.02, 0.02, 0.00], [-0.02, 0.03, 0.12], [0.00, 0.06, -0.18], [0.07, -0.09, 0.25], [0.06, -0.31, -0.16], [0.14, 0.24, -0.19], [0.34, -0.04, -0.07], [-0.23, 0.02, 0.32], [-0.42, -0.27, 0.19], [0.05, 0.06, -0.20], [-0.07, 0.05, 0.17], [0.00, 0.00, 0.00], [-0.03, 0.05, -0.05], [-0.01, 0.05, 0.00], [-0.02, 0.02, 0.00], [-0.05, 0.05, -0.05], [-0.02, -0.01, 0.14], [0.02, -0.05, 0.03], [0.08, -0.05, -0.01], [-0.13, 0.08, -0.05], [0.01, -0.05, 0.19], [0.05, -0.01, -0.08], [-0.17, -0.05, 0.10], [0.13, 0.04, -0.01], [-0.01, -0.05, 0.03], [-0.01, 0.00, -0.01], [-0.01, 0.01, 0.03], [0.00, 0.00, 0.03], [-0.01, 0.05, -0.02]], "mulliken_charge": [0.92, -0.60, -0.99, -0.79, 1.98, -0.50, -1.16, 1.99, 0.14, -0.78, -0.89, -0.73, -1.16, -0.08, -0.02, -0.23, -1.04, -0.80, 1.42, -0.91, -1.37, -0.13, 0.93, -1.30, 0.40, 0.43, 0.48, 0.29, 0.46, 0.38, 0.46, 0.43, 0.59, 0.70, 0.43, 0.42, 0.41, 0.40, 0.43, 0.26, -0.09, 0.32, -0.78, -0.48, -0.95, 0.40, 0.83, 0.26, -0.68, -0.23, 0.47, 0.44, 0.56, -0.38, 0.49, 0.05, 0.19, -1.66, 0.48, -0.50, 0.16, 0.57, -0.65, -0.02, 0.03, -0.63, 0.29, 0.40, 0.26, 0.24, -0.22, -0.22, -0.32, -1.32, -0.30, 0.97, -0.38, 0.46, 0.47, 0.59, -0.01]}

=====

Summary of DFT total energy in a.u.
-287.80912; -7267.55228; -3164.56857; -6692.85306
(order as listed above)
Summary of ΔE to the lowest compared entry with this formula, charge and spin in kcal per mole
14.6; 0.0; 0.0; 0.0
(order as listed above)